# 1
The following is a DFT calculation (ωB97M-V/def2-TZVPD) of an isolated molecule of C5H11N3OS2 at a distorted geometry.

XYZ file:
```
22
C5H11N3OS2 | OMol25 | ωB97M-V/def2-TZVPD
S 1.78 -1.37 3.12
S 4.06 -2.51 1.79
O 0.75 -1.66 -1.87
N 0.89 -0.97 0.26
N -1.29 1.05 -0.49
N 2.02 -1.87 0.39
C -1.08 -0.22 -1.29
C 0.28 -0.92 -0.99
C 2.48 -2.22 1.69
C -2.58 1.40 -0.10
C -0.52 2.24 -0.85
H -3.21 1.74 -0.89
H -0.87 3.24 -0.44
H 0.64 -0.35 1.03
H -1.87 -0.81 -0.91
H -2.49 2.24 0.57
H -0.54 2.32 -1.90
H -1.08 -0.02 -2.37
H 2.86 -1.49 3.88
H 2.28 -2.42 -0.44
H 0.55 2.06 -0.52
H -3.07 0.54 0.34
```

The energy above the lowest of the compared OMol25 structures with the same formula, charge and spin comes out at 3.3340 eV. The charge is 0. The SMILES is CN(C)CC(=O)NNC(=S)S. The value obtained for the calculated total energy is -33548.7472 eV.

***

# 2
The following is a DFT calculation (ωB97M-V/def2-TZVPD) of a structure of composition C5H11NO at a distorted geometry.

XYZ file:
```
18
C5H11NO | OMol25 | ωB97M-V/def2-TZVPD
O 0.27 -0.58 -2.98
N -0.03 -0.03 -0.24
C -1.06 -0.13 2.00
C -0.25 0.70 1.03
C 0.85 -1.21 -0.25
C -0.24 0.18 -2.13
C 0.57 1.02 -1.22
H -1.98 -0.45 1.52
H 0.26 2.07 -1.21
H -1.33 0.22 -2.05
H 1.78 -0.91 0.24
H 0.35 -1.99 0.33
H 0.76 0.85 1.40
H 0.99 -1.64 -1.23
H -1.24 0.49 2.87
H -0.76 1.60 0.66
H -0.57 -1.05 2.37
H 1.63 0.86 -1.12
```

The energy above the lowest of the compared OMol25 structures with the same formula, charge and spin comes out at 2.8218 eV. As for the multiplicity: 2. The charge is -1. The expectation value of S² is 0.75. The value obtained for the calculated total energy is -8897.3403 eV.

***

# 3
The following is a DFT calculation (ωB97M-V/def2-TZVPD) of an isolated molecule of C5H11NO.

XYZ file:
```
18
C5H11NO | OMol25 | ωB97M-V/def2-TZVPD
O 0.30 -1.13 -1.73
N 0.03 -0.29 0.35
C -1.41 -0.52 0.24
C 0.53 0.47 1.48
C 2.26 -0.22 -0.70
C -2.12 0.50 -0.64
C 0.79 -0.58 -0.75
H 2.67 -0.38 -1.70
H -1.55 -1.52 -0.17
H 0.48 1.56 1.32
H 1.56 0.20 1.70
H -1.96 1.52 -0.27
H -3.19 0.31 -0.67
H 2.43 0.81 -0.40
H -1.82 -0.51 1.26
H -0.07 0.23 2.36
H 2.80 -0.87 0.00
H -1.73 0.43 -1.66
```

The energy above the lowest of the compared OMol25 structures with the same formula, charge and spin comes out at 0.3505 eV. The charge is 0. The SMILES is CCN(C)C(C)=O. The value obtained for the calculated total energy is -8901.3468 eV.

***

# 4
The following is a DFT calculation (ωB97M-V/def2-TZVPD) of a cluster of 2 separate species, C5H11NO in total at a distorted geometry.

XYZ file:
```
18
C5H11NO | OMol25 | ωB97M-V/def2-TZVPD
O 0.62 -3.28 0.78
N 0.77 1.19 0.35
C 0.71 1.09 -1.11
C -0.25 0.04 -1.65
C -0.36 0.89 1.12
C -0.28 0.54 2.42
C -1.43 0.35 -2.17
H -1.15 0.55 3.05
H 1.53 1.44 0.95
H -2.01 -0.31 -2.82
H 0.70 0.33 2.81
H 0.48 2.07 -1.52
H -0.03 -1.02 -1.56
H -1.99 1.27 -2.02
H -0.01 -2.61 1.07
H 1.48 -2.88 0.74
H 1.70 0.75 -1.42
H -1.31 0.94 0.62
```

The energy above the lowest of the compared OMol25 structures with the same formula, charge and spin comes out at 2.8654 eV. The charge is 0. The SMILES is C=CCNC=C.O. The value obtained for the calculated total energy is -8898.8319 eV.

***

# 5
The following is a DFT calculation (ωB97M-V/def2-TZVPD) of a structure of composition C5H11NO.

XYZ file:
```
18
C5H11NO | OMol25 | ωB97M-V/def2-TZVPD
O -2.42 1.52 0.65
N 0.31 0.10 0.56
C 1.46 -0.68 0.97
C 1.80 0.32 -1.44
C -1.01 -0.39 0.89
C -2.01 -0.09 -0.07
C 1.08 -0.58 -0.47
H -1.10 -1.32 1.47
H -1.76 2.12 0.25
H -1.76 0.25 -1.08
H 2.21 1.18 -0.91
H 2.31 -0.12 1.36
H -2.97 -0.57 0.02
H 0.62 -1.48 -0.89
H -1.74 0.83 1.36
H 1.27 -1.63 1.47
H 1.09 0.70 -2.19
H 2.61 -0.19 -1.96
```

The energy above the lowest of the compared OMol25 structures with the same formula, charge and spin comes out at 5.2852 eV. The charge is 0. The value obtained for the calculated total energy is -8896.4122 eV.

***

# 6
The following is a DFT calculation (ωB97M-V/def2-TZVPD) of an isolated molecule of C5H11NO at a distorted geometry.

XYZ file:
```
18
C5H11NO | OMol25 | ωB97M-V/def2-TZVPD
O -0.06 0.24 2.94
N -1.00 0.61 0.11
C 0.14 -0.24 0.58
C 0.99 -0.39 -0.67
C 0.77 0.40 1.80
C -0.10 -0.53 -1.77
C -1.02 0.61 -1.36
H 1.55 0.53 -0.86
H -1.89 0.30 0.48
H 1.64 -1.26 -0.67
H 1.77 0.00 1.97
H -0.60 -0.55 2.83
H -0.54 -1.51 -1.61
H 0.29 -0.46 -2.78
H -2.03 0.52 -1.74
H 0.84 1.47 1.63
H -0.60 1.52 -1.74
H -0.16 -1.25 0.84
```

The energy above the lowest of the compared OMol25 structures with the same formula, charge and spin comes out at 1.2272 eV. The charge is 0. The SMILES is OC[C@@H]1CCCN1. The value obtained for the calculated total energy is -8900.4701 eV.

***

# 7
The following is a DFT calculation (ωB97M-V/def2-TZVPD) of a cluster of 2 separate species, C5H11NO in total at a distorted geometry.

XYZ file:
```
18
C5H11NO | OMol25 | ωB97M-V/def2-TZVPD
O 2.88 -1.89 0.78
N 1.15 1.20 -0.97
C -0.68 0.04 0.11
C -2.02 0.34 2.19
C -0.07 0.50 -1.16
C -1.85 0.35 0.68
C -0.49 0.04 -2.34
H -0.09 0.49 -3.25
H 3.07 -2.80 0.55
H -2.55 1.25 2.47
H 1.84 0.47 -0.86
H -2.57 -0.54 2.52
H -2.73 0.62 0.12
H -1.05 0.36 2.69
H 1.12 1.81 -0.16
H -0.08 -0.70 0.65
H -1.20 -0.75 -2.49
H 3.58 -1.46 1.26
```

The energy above the lowest of the compared OMol25 structures with the same formula, charge and spin comes out at 2.7698 eV. The charge is 0. The SMILES is C=C(N)/C=C/C.O. The value obtained for the calculated total energy is -8898.9275 eV.

***

# 8
The following is a DFT calculation (ωB97M-V/def2-TZVPD) of an isolated molecule of C5H11NO.

XYZ file:
```
18
C5H11NO | OMol25 | ωB97M-V/def2-TZVPD
O -0.90 0.95 2.49
N -0.39 1.20 0.09
C 0.08 -0.75 1.05
C 0.05 0.65 1.51
C -0.86 -1.22 -1.29
C 0.11 -0.49 -0.38
C 1.46 -0.26 -1.05
H 2.14 0.30 -0.41
H -0.90 -0.77 -2.29
H -0.70 -1.38 1.44
H -0.68 1.81 2.88
H 0.99 1.19 1.73
H -1.41 1.23 0.06
H 0.08 2.01 -0.33
H 1.92 -1.24 -1.23
H -1.86 -1.25 -0.86
H 1.37 0.26 -2.02
H -0.51 -2.25 -1.41
```

The energy above the lowest of the compared OMol25 structures with the same formula, charge and spin comes out at 4.2851 eV. The charge is 0. The value obtained for the calculated total energy is -8897.4123 eV.

***

# 9
The following is a DFT calculation (ωB97M-V/def2-TZVPD) of an isolated molecule of C5H11NO at a distorted geometry.

XYZ file:
```
18
C5H11NO | OMol25 | ωB97M-V/def2-TZVPD
O 0.29 -2.69 -0.24
N 0.01 2.94 0.31
C 0.02 -0.17 -0.88
C 1.03 -1.17 1.43
C -1.09 0.65 -0.49
C -0.39 2.34 -0.74
C -0.03 -1.48 0.40
H -1.43 0.71 0.54
H 2.01 -1.05 0.95
H -1.01 -1.59 0.88
H 1.03 0.26 -0.89
H 0.39 3.87 0.12
H 0.79 -0.24 1.96
H 1.13 -1.99 2.15
H -0.49 -2.98 -0.75
H -0.13 -0.70 -1.81
H -1.94 0.58 -1.17
H -0.17 2.72 -1.76
```

The energy above the lowest of the compared OMol25 structures with the same formula, charge and spin comes out at 3.4356 eV. The charge is 0. The SMILES is [H]/N=C/CC[C@H](C)O. The value obtained for the calculated total energy is -8898.2618 eV.

***

# 10
The following is a DFT calculation (ωB97M-V/def2-TZVPD) of a structure of composition C5H11NO.

XYZ file:
```
18
C5H11NO | OMol25 | ωB97M-V/def2-TZVPD
O -2.68 -1.00 1.02
N -0.28 0.43 0.55
C 2.40 0.39 -0.52
C 0.39 1.54 0.31
C -2.22 -0.92 -0.30
C -0.74 -0.58 -0.39
C 0.26 -0.85 0.68
H 3.00 -0.48 -0.81
H -2.80 -0.19 -0.89
H 0.09 -1.48 1.55
H 0.97 1.97 1.12
H -2.38 -1.91 -0.75
H 3.01 0.99 0.16
H 1.49 -0.39 0.11
H -0.34 -0.49 -1.40
H -2.41 -0.18 1.47
H 0.03 2.20 -0.48
H 2.22 0.96 -1.43
```

The energy above the lowest of the compared OMol25 structures with the same formula, charge and spin comes out at 6.3370 eV. The charge is 0. The value obtained for the calculated total energy is -8895.3603 eV.

***

# 11
The following is a DFT calculation (ωB97M-V/def2-TZVPD) of a structure of composition C5H11NO at a distorted geometry.

XYZ file:
```
18
C5H11NO | OMol25 | ωB97M-V/def2-TZVPD
O -1.21 -0.14 -0.45
N 0.50 1.25 -0.08
C -0.12 -1.20 0.72
C -0.56 0.97 -0.74
C 1.14 -1.82 0.13
C 0.11 -0.43 1.94
C -1.07 1.86 -1.89
H 0.96 2.07 -0.44
H 1.01 -1.69 -0.93
H -0.76 0.16 2.23
H 2.05 -1.30 0.45
H -1.34 1.26 -2.76
H -0.28 2.56 -2.19
H -0.99 -1.83 0.78
H -1.94 2.45 -1.61
H 1.05 0.12 2.02
H 0.17 -1.40 2.49
H 1.28 -2.90 0.33
```

The energy above the lowest of the compared OMol25 structures with the same formula, charge and spin comes out at 2.6953 eV. The charge is 0. The value obtained for the calculated total energy is -8899.0021 eV.

***

# 12
The following is a DFT calculation (ωB97M-V/def2-TZVPD) of an isolated molecule of C5H11NO at a distorted geometry.

XYZ file:
```
18
C5H11NO | OMol25 | ωB97M-V/def2-TZVPD
O -0.16 -2.57 0.79
N 1.23 0.61 0.84
C -1.27 -0.70 -0.29
C 1.26 -0.17 -0.48
C 0.59 1.99 1.00
C -0.07 -0.10 -1.25
C -1.20 -2.19 0.27
H 0.63 2.31 2.00
H 0.69 0.02 1.50
H -2.17 -0.61 -0.91
H 1.43 -1.26 -0.29
H -0.21 -0.63 -2.24
H -1.41 -0.01 0.61
H -0.33 2.10 0.51
H 2.13 0.27 -1.02
H -0.21 0.97 -1.43
H 1.23 2.62 0.40
H -2.16 -2.64 0.01
```

The energy above the lowest of the compared OMol25 structures with the same formula, charge and spin comes out at 2.7746 eV. The charge is 0. The SMILES is CNCCCC=O. The value obtained for the calculated total energy is -8898.9228 eV.

***

# 13
The following is a DFT calculation (ωB97M-V/def2-TZVPD) of a cluster of 2 separate species, C5H11NO in total at a distorted geometry.

XYZ file:
```
18
C5H11NO | OMol25 | ωB97M-V/def2-TZVPD
O -1.79 -0.14 5.95
N -1.60 0.14 -2.21
C 1.94 0.25 0.52
C 0.83 0.48 -0.45
C -1.47 0.64 -3.44
C -0.86 -0.94 -1.64
C 0.45 -0.76 -1.29
H -0.46 0.47 -3.81
H 2.78 -0.17 0.02
H 2.28 1.22 0.93
H -0.98 0.43 6.25
H 1.17 -1.62 -1.16
H -2.26 1.01 -4.23
H -1.34 -1.89 -1.86
H -0.02 0.80 0.11
H 1.02 1.32 -1.17
H -1.39 -1.07 6.00
H 1.68 -0.17 1.50
```

The energy above the lowest of the compared OMol25 structures with the same formula, charge and spin comes out at 4.5149 eV. The charge is 0. The SMILES is C=N/C=C\CC.O. The value obtained for the calculated total energy is -8897.1824 eV.